P | {
  "formula": "C4H8N4",
  "method": "ωB97M-V with the def2-TZVPD basis set",
  "gap_ev": 9.157,
  "species": ["H", "N", "H", "N", "C", "N", "H", "N", "H", "C", "H", "H", "H", "H", "C", "C"],
  "xyz": [[-2.560, 1.582, -0.775], [0.031, -1.363, 0.268], [0.919, -2.640, 1.578], [1.632, 1.905, 0.478], [0.422, -0.028, 0.257], [0.518, 2.333, 0.104], [-2.373, -0.058, -0.495], [0.772, -2.515, 0.383], [-0.783, -1.675, -0.607], [-0.534, 1.124, 0.070], [-1.442, 1.033, -1.960], [2.524, -0.144, 0.245], [-0.821, 1.520, 1.064], [1.816, -2.360, -0.098], [1.690, 0.491, 0.352], [-1.811, 0.794, -0.865]],
  "nbo_charge": [0.23, -0.44, 0.35, -0.14, 0.17, -0.13, 0.24, -0.62, 0.36, -0.18, 0.24, 0.21, 0.26, 0.33, -0.22, -0.65]
}

=====

Q | {
  "formula": "C4H8N4",
  "method": "ωB97M-V with the def2-TZVPD basis set",
  "gap_ev": 9.061,
  "species": ["N", "C", "N", "H", "N", "C", "H", "C", "H", "H", "H", "H", "C", "N", "H", "H"],
  "xyz": [[-1.878, 0.040, 0.197], [0.265, 1.469, -0.183], [0.454, -0.883, 1.345], [-2.121, -1.812, -0.747], [0.825, -1.495, 0.201], [1.264, 0.786, -0.446], [0.440, 0.473, 1.637], [1.189, -0.719, -0.750], [1.718, -1.019, -1.644], [-0.575, -1.517, 1.419], [0.599, 2.621, 0.292], [2.401, 1.385, -0.277], [-1.167, 1.115, 0.080], [-1.566, -1.004, -0.834], [-0.482, -1.238, -1.005], [-1.365, 1.798, 0.715]],
  "nbo_charge": [-0.18, -0.28, -0.66, 0.36, -0.17, -0.22, 0.39, -0.11, 0.22, 0.41, 0.22, 0.23, -0.02, -0.71, 0.38, 0.17]
}

=====

Which of them is most stable? Easy: P.

=====

P | {
  "formula": "C4H8N4",
  "method": "ωB97M-V with the def2-TZVPD basis set",
  "gap_ev": 9.662,
  "species": ["C", "N", "C", "H", "C", "N", "H", "H", "C", "H", "H", "N", "H", "H", "H", "N"],
  "xyz": [[0.367, 0.262, -0.660], [1.624, -0.292, -0.721], [-1.989, 0.051, -0.007], [3.598, 0.830, -0.267], [2.587, 0.533, 0.087], [-2.484, 1.225, 0.251], [-3.740, -0.832, 0.467], [0.373, 1.166, -1.240], [1.966, -0.791, 0.542], [2.359, -1.832, 0.415], [1.997, 1.548, 0.459], [-2.852, -0.983, -0.293], [1.066, -0.819, 1.320], [-2.362, -1.827, -0.149], [-1.871, 2.183, 0.054], [-0.642, -0.424, -0.259]],
  "nbo_charge": [0.32, -0.41, 0.55, 0.23, -0.27, -0.76, 0.39, 0.16, -0.26, 0.22, 0.19, -0.79, 0.22, 0.38, 0.35, -0.55]
}

=====

Q | {
  "formula": "C4H8N4",
  "method": "ωB97M-V with the def2-TZVPD basis set",
  "gap_ev": 8.620,
  "species": ["C", "C", "N", "H", "H", "H", "H", "H", "N", "C", "N", "H", "H", "H", "N", "C"],
  "xyz": [[0.872, 2.722, 0.219], [0.822, -2.386, -1.068], [-0.019, 1.948, 0.941], [1.534, 0.297, -0.359], [0.216, -3.325, -0.982], [1.225, -2.032, -2.075], [1.053, 3.621, 0.771], [-3.207, -1.065, 0.897], [-0.087, -1.212, -0.911], [0.419, -0.125, -0.404], [-2.195, -0.734, 0.845], [1.834, -2.356, -0.351], [1.594, 2.291, -0.599], [-1.994, 1.290, 1.530], [-0.429, 0.692, 0.470], [-1.637, 0.374, 1.076]],
  "nbo_charge": [-0.19, -0.46, -0.22, 0.15, 0.23, 0.21, 0.20, 0.39, -0.40, 0.24, -0.69, 0.18, 0.18, 0.17, -0.30, 0.29]
}

=====

R | {
  "formula": "C4H8N4",
  "method": "ωB97M-V with the def2-TZVPD basis set",
  "gap_ev": 8.991,
  "species": ["C", "H", "H", "H", "H", "H", "C", "N", "N", "N", "H", "H", "C", "N", "C", "H"],
  "xyz": [[-0.154, -0.783, 0.128], [-1.852, 2.214, -0.229], [-0.045, 0.096, -0.534], [2.981, -0.145, 0.006], [2.079, 1.884, -0.094], [1.516, -1.869, 0.511], [-1.584, -1.083, -0.138], [0.204, 1.806, -0.010], [1.832, -0.095, -0.075], [1.040, -1.293, -0.210], [-0.097, -0.439, 1.289], [-1.828, -1.520, -1.113], [-1.180, 1.400, -0.043], [-2.027, 0.376, -0.003], [1.318, 1.134, -0.076], [-2.204, -1.683, 0.593]],
  "nbo_charge": [-0.26, 0.20, 0.22, 0.43, 0.20, 0.34, -0.26, -0.59, -0.44, -0.40, 0.14, 0.21, 0.20, -0.44, 0.25, 0.21]
}

=====

Which of them is most stable? Easy: P.

=====

P | {
  "formula": "C4H8N4",
  "method": "ωB97M-V with the def2-TZVPD basis set",
  "gap_ev": 9.585,
  "species": ["H", "C", "H", "N", "N", "N", "H", "H", "C", "H", "H", "C", "C", "N", "H", "H"],
  "xyz": [[1.638, 1.474, 1.654], [0.691, -0.023, 0.775], [2.697, 0.709, 0.303], [0.528, -1.436, 0.277], [-1.043, -0.547, -1.000], [-0.374, 0.742, 0.165], [-0.442, -0.014, -2.743], [-1.307, -0.499, 1.527], [-0.591, 0.254, 1.492], [-0.590, 0.984, 2.163], [2.328, -0.129, 1.951], [1.963, 0.619, 1.221], [-1.384, -0.153, -2.339], [-0.327, -1.536, -0.620], [-1.991, 0.643, -2.162], [-1.796, -1.089, -2.665]],
  "nbo_charge": [0.22, 0.14, 0.22, -0.21, -0.10, -0.29, 0.20, 0.20, -0.27, 0.19, 0.23, -0.60, -0.42, 0.04, 0.23, 0.23]
}

=====

Q | {
  "formula": "C4H8N4",
  "method": "ωB97M-V with the def2-TZVPD basis set",
  "gap_ev": [7.191, 7.190],
  "species": ["C", "N", "H", "N", "H", "C", "C", "H", "H", "C", "H", "H", "N", "H", "H", "N"],
  "xyz": [[-1.125, -1.162, 0.737], [2.292, -0.309, -0.091], [2.668, -0.978, 0.582], [0.797, 1.287, 0.639], [0.762, -1.266, -1.794], [-0.058, -0.940, -0.053], [-0.268, 1.712, 0.325], [2.837, 0.544, 0.016], [-2.286, 1.726, -0.126], [-1.388, 2.308, 0.038], [-1.296, -0.563, 1.623], [-1.457, 3.387, 0.052], [0.127, -1.753, -1.161], [-1.851, -1.931, 0.502], [-0.743, -2.042, -1.593], [0.989, -0.020, 0.306]],
  "nbo_charge": [-0.58, -0.66, 0.35, -0.36, 0.39, 0.32, 0.54, 0.37, 0.26, -0.73, 0.21, 0.26, -0.82, 0.21, 0.39, -0.15]
}

=====

R | {
  "formula": "C4H8N4",
  "method": "ωB97M-V with the def2-TZVPD basis set",
  "gap_ev": 10.064,
  "species": ["H", "N", "N", "H", "N", "H", "H", "H", "C", "N", "H", "C", "H", "C", "C", "H"],
  "xyz": [[1.597, 1.925, -0.391], [1.254, 0.049, -0.453], [-0.213, -0.193, 1.288], [2.966, 1.143, -0.380], [-3.306, 0.003, 0.055], [-1.151, -0.169, 1.577], [0.320, -0.073, 2.049], [2.269, 1.166, 1.169], [-2.240, 0.068, -0.410], [-1.025, 0.117, -0.836], [2.024, -1.373, 0.975], [2.027, -1.208, -0.250], [2.994, -1.045, -0.832], [2.010, 1.238, 0.033], [-0.011, -0.012, -0.010], [1.298, -1.933, -0.721]],
  "nbo_charge": [0.19, -0.47, -0.78, 0.20, -0.43, 0.40, 0.40, 0.16, 0.40, -0.57, 0.17, -0.42, 0.23, -0.36, 0.66, 0.22]
}

=====

Which of them is most stable? Easy: R.

=====

P | {
  "formula": "C4H8N4",
  "method": "ωB97M-V with the def2-TZVPD basis set",
  "gap_ev": [5.747, 7.595],
  "species": ["H", "H", "H", "H", "H", "C", "H", "N", "C", "N", "C", "C", "H", "H", "N", "N"],
  "xyz": [[0.076, -0.761, -2.620], [2.355, 2.185, 0.907], [-1.430, -0.631, 2.965], [2.734, 0.575, 0.095], [1.384, 0.569, -2.357], [2.000, 1.309, 0.393], [-2.222, -1.423, 1.676], [-0.711, -0.232, 1.173], [-0.791, -0.693, -0.083], [0.166, 0.127, -0.773], [0.557, -0.024, -1.997], [0.693, 1.128, 0.198], [-1.460, -1.803, -1.525], [-0.048, 1.855, 0.492], [-1.720, -0.598, 1.999], [-1.582, -1.581, -0.546]],
  "nbo_charge": [0.20, 0.21, 0.37, 0.20, 0.21, -0.45, 0.38, -0.30, 0.45, -0.32, -0.10, 0.03, 0.34, 0.22, -0.59, -0.86]
}

=====

Q | {
  "formula": "C4H8N4",
  "method": "ωB97M-V with the def2-TZVPD basis set",
  "gap_ev": 8.077,
  "species": ["N", "H", "C", "H", "C", "H", "N", "H", "H", "H", "N", "N", "H", "H", "C", "C"],
  "xyz": [[-1.045, 0.296, 2.139], [1.592, 0.615, -1.594], [-0.383, -1.986, -0.128], [2.305, 2.222, -0.912], [-0.286, 0.293, -0.173], [0.896, -1.166, -1.519], [-1.386, -1.560, 0.812], [-1.277, 1.466, 2.055], [-0.239, -3.109, -0.400], [0.861, 2.429, -2.511], [-1.198, -0.217, 0.803], [0.051, 1.609, -0.423], [-1.267, -1.714, 1.963], [0.207, 0.093, 2.204], [1.126, 1.614, -1.430], [0.046, -0.885, -0.887]],
  "nbo_charge": [-0.67, 0.18, 0.02, 0.16, 0.35, 0.24, -0.41, 0.42, 0.23, 0.21, -0.12, -0.54, 0.42, 0.33, -0.41, -0.39]
}

=====

R | {
  "formula": "C4H8N4",
  "method": "ωB97M-V with the def2-TZVPD basis set",
  "gap_ev": 9.246,
  "species": ["N", "N", "H", "N", "H", "C", "H", "H", "C", "H", "N", "C", "H", "C", "H", "H"],
  "xyz": [[-2.906, 0.040, -0.644], [-1.593, 0.131, -0.334], [0.302, 1.483, -0.337], [2.389, -0.527, -0.761], [1.080, 1.634, 1.303], [0.471, -0.447, 0.559], [0.739, -0.777, 1.578], [1.386, -2.215, -0.315], [0.958, 0.944, 0.384], [-3.264, 0.716, -1.288], [1.206, -1.168, -0.395], [-0.990, -0.617, 0.434], [3.001, 1.489, -0.715], [2.261, 0.712, -0.403], [-3.530, 0.089, 0.123], [-1.510, -1.488, 0.812]],
  "nbo_charge": [-0.64, -0.23, 0.25, -0.22, 0.23, -0.13, 0.17, 0.38, -0.47, 0.36, -0.46, 0.05, 0.21, 0.01, 0.35, 0.15]
}

=====

Which of them is most stable? Easy: R.